(1)
Here is C5H4F6S in the gas phase from the OMol25 dataset. Energies are from the ωB97M-V functional and the def2-TZVPD basis.

Geometry as XYZ:
```
16
Properties=species:S:1:pos:R:3:forces:R:3:lowdin_charge:R:1
S 0.44824 1.01544 -0.46618 -0.941 -1.157 0.572 1.2065
F -2.03437 2.26787 -0.31385 -0.136 -0.042 -0.543 0.0935
F -0.44890 -1.96613 0.52922 0.578 0.161 -0.180 0.0702
F -2.78388 0.76752 1.04627 0.598 0.195 0.215 0.0828
F -3.18421 0.51828 -0.96332 -2.666 -0.076 -2.840 0.2114
F -2.41202 -1.70563 -0.15412 -0.136 0.448 -0.521 0.1405
F -0.81550 -1.89156 -1.60708 0.192 0.160 0.122 0.1246
C 1.50666 0.07194 0.30185 1.148 -1.688 0.395 -0.4117
C 2.94025 0.46721 0.39079 -0.348 -3.005 0.235 -0.1386
C -1.16030 -1.29927 -0.44028 -0.259 -0.918 0.592 -0.6063
C -2.24202 0.93044 -0.22500 1.465 0.437 2.894 -0.7139
C -1.00917 0.17237 -0.44047 0.282 0.241 -0.142 -0.3789
H 3.11539 1.33829 -0.10744 0.927 2.337 -1.288 0.0358
H 1.23890 -0.92872 0.76532 0.047 1.665 -0.735 0.1153
H 3.10296 0.54618 1.41297 0.147 1.053 2.336 0.0597
H 3.73799 -0.30425 0.27134 -0.899 0.190 -1.113 0.1091
```
Forces are in eV/Å.

Calculated values
ΔE to the lowest compared entry with this formula, charge and spin: 34.5 kcal per mole
Gap between HOMO and LUMO: 7.694 eV
LUMO: -0.038 Ha

---

(2)
Here is C5H4HoO7 as an isolated structure from the OMol25 dataset. Energies are from the ωB97M-V functional and the def2-TZVPD basis.

Geometry as XYZ:
```
17
Properties=species:S:1:pos:R:3:forces:R:3:lowdin_charge:R:1
Ho -3.71177 0.59361 1.54881 2.059 -0.321 -0.418 1.2093
O -3.17174 3.01970 0.80491 0.583 -1.416 -0.447 -0.1127
O -1.74957 4.64082 0.02035 0.333 -1.755 -0.420 0.2646
O -1.36308 -0.01879 1.18533 -1.460 -0.145 0.291 -0.3417
O 1.85604 -0.18387 -0.36645 -0.130 0.714 0.737 -0.0159
O 1.51124 -0.02283 1.88535 -0.370 0.448 0.211 0.2482
O 0.65239 -1.80818 0.66766 -0.414 0.724 0.652 -0.0330
O -0.35764 1.46109 -0.14085 0.486 -1.822 0.635 0.0526
C 0.98188 -0.36954 0.76611 1.427 -2.555 -2.326 -0.5540
C -2.32805 3.68178 0.31566 -0.683 2.733 0.865 -0.3735
C 1.49027 -1.10963 -1.35737 -0.221 -0.156 -0.262 -0.1639
C 1.15232 -2.34732 -0.53378 0.261 -0.193 -0.274 -0.1660
C -0.35421 0.41263 0.53086 -1.786 3.276 0.113 -0.5291
H 2.32836 -1.25549 -2.04994 -0.179 0.106 0.268 0.1326
H 2.05533 -2.95066 -0.33767 -0.243 0.191 0.013 0.1263
H 0.61107 -0.75617 -1.92635 0.212 -0.041 0.164 0.1299
H 0.39716 -2.98715 -1.01263 0.125 0.212 0.197 0.1264
```
Forces are in eV/Å.

Calculated values
Gap between HOMO and LUMO (spin up / spin down): 6.381 / 4.309 eV
LUMO (spin up / spin down): -0.023 / -0.091 Ha
Multiplicity: 6

---

(3)
Here is C5H4I2 in the gas phase from the OMol25 dataset. Energies are from the ωB97M-V functional and the def2-TZVPD basis.

Geometry as XYZ:
```
11
Properties=species:S:1:pos:R:3:forces:R:3:lowdin_charge:R:1
I 1.93051 -2.17638 0.08416 -0.048 0.179 -0.155 0.7023
I -2.84402 -0.79931 0.17657 0.681 0.136 -0.019 0.8437
C 0.49877 1.36092 1.38749 -0.236 2.024 -0.785 0.0588
C 0.06258 0.53336 0.49404 0.116 -0.862 -2.862 -0.3750
C 0.16986 0.25933 -1.06562 -0.704 -1.521 3.210 -0.0683
C 0.20749 -1.23757 -0.91112 0.558 1.822 2.210 -0.6302
C -0.76454 -0.49721 0.03742 0.168 -1.750 -1.884 -0.8137
H 0.08309 1.46066 2.35233 -0.143 -0.288 1.034 0.0582
H 0.88913 2.25725 0.91038 0.785 -0.090 0.613 0.0797
H -0.24716 0.84182 -1.85076 -0.027 0.338 -0.527 0.1113
H 0.01428 -2.00287 -1.61488 -1.148 0.012 -0.834 0.0331
```
Forces are in eV/Å.

Calculated values
ΔE to the lowest compared entry with this formula, charge and spin: 22.2 kcal per mole
SMILES: C=C1[C@H]2[C@@H](I)[C@@]12I
Gap between HOMO and LUMO: 8.706 eV
LUMO: -0.003 Ha

---

(4)
Here is C5H4I2 in the gas phase from the OMol25 dataset. Energies are from the ωB97M-V functional and the def2-TZVPD basis.

Geometry as XYZ:
```
11
Properties=species:S:1:pos:R:3:forces:R:3:lowdin_charge:R:1
I -2.31168 3.34864 0.06795 0.063 -0.386 0.160 0.7198
I -4.15263 -1.84544 -0.03355 0.471 -0.122 -0.106 0.8132
C -0.15849 -0.33248 0.14621 2.129 0.166 -0.584 -0.1005
C -1.65621 1.56599 -0.80490 0.515 -1.748 -0.598 -0.5597
C -1.13013 -1.27931 0.23625 0.319 -1.716 1.508 -0.3084
C -0.26997 1.10799 -0.31833 -1.002 1.097 3.186 -0.4052
C -2.40288 -0.78146 0.02920 -0.694 1.893 -0.084 -0.6387
H 0.91213 -0.70280 0.22310 -1.255 0.594 0.139 0.1278
H -0.85625 -2.32810 0.68124 -0.537 1.858 -1.191 0.1359
H 0.51644 1.14247 -1.05705 0.068 0.565 -0.732 0.0993
H 0.03528 1.89136 0.55845 -0.077 -2.201 -1.698 0.1164
```
Forces are in eV/Å.

Calculated values
ΔE to the lowest compared entry with this formula, charge and spin: 107.0 kcal per mole
Gap between HOMO and LUMO (spin up / spin down): 6.404 / 6.041 eV
LUMO (spin up / spin down): -0.048 / -0.055 Ha

---

(5)
Here is C5H4Li2O7 as an isolated structure from the OMol25 dataset. Energies are from the ωB97M-V functional and the def2-TZVPD basis.

Geometry as XYZ:
```
18
Properties=species:S:1:pos:R:3:forces:R:3:lowdin_charge:R:1
O 1.34992 -2.05019 0.25377 -1.401 1.934 -0.020 0.0134
O 0.78866 -0.63510 1.92683 -0.216 0.957 -0.602 -0.0325
O 0.61237 1.22238 -0.27419 0.232 -0.936 -1.008 -0.1595
O 2.34614 0.92680 -3.65570 0.565 0.771 -1.237 -0.1548
O -0.80083 -1.82129 0.89986 -0.353 0.896 -0.640 -0.0299
O -0.70921 -0.19469 -1.42825 1.627 0.384 0.182 -0.1612
O 0.40832 1.86171 -3.12949 -0.853 1.662 -0.849 -0.3057
C 0.47548 -1.22502 0.66056 2.794 -4.755 1.335 -0.5343
C 0.42731 0.12666 -0.91971 -3.659 2.132 1.031 -0.4899
C -1.49825 -1.07151 1.86287 -0.035 0.106 -0.165 -0.1793
C 1.31346 0.97758 -2.97932 0.171 -1.593 1.838 -0.6003
C -0.38492 -0.35947 2.65522 0.014 0.217 -0.202 -0.1777
Li 1.59219 2.57671 -4.55774 -0.110 -0.873 0.831 0.6841
Li -0.81534 1.80111 -1.56449 0.909 -0.786 -0.225 0.6826
H -0.27295 -0.75742 3.67383 0.044 0.061 -0.191 0.1112
H -2.09233 -1.75449 2.48440 0.122 0.084 -0.166 0.1125
H -0.56396 0.72485 2.70942 0.045 -0.161 0.034 0.1106
H -2.17606 -0.34860 1.38212 0.101 -0.100 0.051 0.1107
```
Forces are in eV/Å.

Calculated values
ΔE to the lowest compared entry with this formula, charge and spin: 61.7 kcal per mole
Gap between HOMO and LUMO (spin up / spin down): 4.011 / 4.019 eV
LUMO (spin up / spin down): 0.065 / 0.062 Ha
Charge: -1
Multiplicity: 2

---

(6)
Here is C5H4LuO2 as an isolated structure from the OMol25 dataset. Energies are from the ωB97M-V functional and the def2-TZVPD basis.

Geometry as XYZ:
```
12
Properties=species:S:1:pos:R:3:forces:R:3:lowdin_charge:R:1
Lu 1.94064 0.56012 -0.72630 -2.042 -1.293 1.795 1.3286
O -2.88821 -0.85096 -0.41746 0.193 0.121 0.343 -0.0255
O 0.51438 -1.30603 0.42831 2.382 1.202 -0.816 -0.4253
C -0.99290 2.07278 0.04603 0.347 -0.109 -0.047 0.0353
C -0.82261 -1.51847 0.52269 -1.949 -0.147 -0.851 -0.0998
C -1.29326 0.88646 0.10911 0.519 -0.078 -0.997 -0.1640
C -1.61741 -0.49738 0.06891 -0.245 -0.056 0.564 -0.4212
C 1.34077 -0.47927 1.29077 0.957 0.836 -0.051 -0.3986
H 2.06047 -1.16107 1.77407 -0.297 0.273 0.097 0.0291
H 0.77565 0.10919 2.03543 0.092 -0.403 -0.324 0.0427
H -3.50760 -0.11846 -0.34872 0.096 0.105 0.196 0.0823
H -0.86213 3.13623 0.14438 -0.051 -0.451 0.092 0.0162
```
Forces are in eV/Å.

Calculated values
Gap between HOMO and LUMO (spin up / spin down): 5.813 / 3.505 eV
LUMO (spin up / spin down): -0.028 / -0.099 Ha
Multiplicity: 2

---

(7)
Here is an isolated ion of composition C5H4N and charge +1 from the OMol25 dataset. Energies are from the ωB97M-V functional and the def2-TZVPD basis.

Geometry as XYZ:
```
10
Properties=species:S:1:pos:R:3:forces:R:3:lowdin_charge:R:1
N 0.60560 -1.97004 0.32206 1.135 2.167 -0.155 0.3723
C -1.32946 -0.25842 -0.14825 0.815 -0.108 -0.149 0.0525
C 2.49636 -0.15639 -0.16309 2.869 0.539 0.325 0.0072
C -0.02424 -0.82556 0.03123 2.001 -2.237 -0.269 -0.1229
C 3.56908 0.41583 -0.17653 -1.714 -0.287 0.212 0.3096
C 1.36869 -0.81448 0.10806 -4.326 -1.752 -0.570 -0.0605
H -1.72740 -0.26935 -1.14956 0.469 -0.067 -0.823 0.1255
H -1.00919 0.74668 0.06392 -1.594 1.043 0.689 0.1150
H 4.34644 1.12756 -0.12708 0.747 0.169 -0.209 0.0806
H -2.03979 -0.86753 0.38518 -0.402 0.535 0.948 0.1206
```
Forces are in eV/Å.

Calculated values
ΔE to the lowest compared entry with this formula, charge and spin: 24.8 kcal per mole
SMILES: C#CC1=[N+]=C1C
Gap between HOMO and LUMO: 9.436 eV
LUMO: -0.239 Ha
Charge: +1

---

(8)
Here is C5H4N as an isolated structure from the OMol25 dataset. Energies are from the ωB97M-V functional and the def2-TZVPD basis.

Geometry as XYZ:
```
10
Properties=species:S:1:pos:R:3:forces:R:3:lowdin_charge:R:1
N 0.40714 1.43404 1.13844 0.842 -1.437 -2.341 0.3253
C 2.98562 0.17329 -0.33115 -6.604 2.210 1.824 0.1087
C 1.11856 0.74028 0.19297 1.643 0.092 -0.148 0.1483
C -1.50232 0.48032 -0.51395 -0.724 -0.136 -0.104 0.0358
C 4.16521 0.19123 -0.50055 -1.911 0.114 0.352 0.0966
C -0.28494 0.86205 0.10156 3.821 -0.935 0.890 -0.1202
H 5.08190 -0.22456 -0.52350 2.967 -0.621 -0.398 0.0250
H -1.67345 -0.58912 -0.47424 0.255 -0.665 1.033 0.1377
H -2.38070 0.97713 -0.13426 -0.202 0.337 -0.215 0.1193
H -1.35099 0.42981 -1.57671 -0.087 1.042 -0.895 0.1236
```
Forces are in eV/Å.

Calculated values
ΔE to the lowest compared entry with this formula, charge and spin: 103.3 kcal per mole
Gap between HOMO and LUMO: 9.788 eV
LUMO: -0.226 Ha
Charge: +1